Model i:
3 unconnected molecules or ions with the total composition C2H10NO2, computed with the ωB97M-V functional and the def2-TZVPD basis.

- HOMO level: -13.718 eV

The geometry in ORCA input format:
```
! RIJCOSX wB97M-V def2-TZVPD def2/J DEFGRID3
* xyz 1 1
C -0.28251 0.49183 -0.26799
C -0.46623 -0.79473 -0.34005
N -1.02066 1.58502 0.45403
H 0.52347 0.96913 -0.90434
H 0.25807 -1.35948 -0.95611
H -1.22992 -1.51313 0.01050
H -0.25369 2.04476 1.06744
H -1.48333 2.15094 -0.19401
H -1.79355 1.18592 1.04622
H 5.28317 -1.28940 -0.61834
H 5.57196 -0.28814 -1.72327
O 5.21527 -0.38410 -0.78559
H -3.68036 -0.81468 0.43664
H -3.62674 -1.14174 1.67650
O -3.01494 -0.84220 1.09836
*
```

***

Model ii:
2 unconnected molecules or ions with the total composition C2H10NO2, computed with the ωB97M-V functional and the def2-TZVPD basis.

- HOMO level: -14.659 eV

The geometry in ORCA input format:
```
! RIJCOSX wB97M-V def2-TZVPD def2/J DEFGRID3
* xyz 1 1
C 0.90071 -0.95996 0.27539
O -0.09767 -1.70484 0.96636
C 0.14732 -0.07887 -0.70048
N -0.60000 -0.94911 -1.65613
H 1.47386 -1.69338 -0.30524
H 1.48980 -0.33938 0.95785
H -0.02116 -1.58778 1.91735
H -0.56892 0.53996 -0.15834
H 0.78330 0.63126 -1.21328
H -1.48694 -1.25392 -1.25708
H -0.06162 -1.78439 -1.89953
H -0.78554 -0.46761 -2.54137
H -0.18260 3.92350 1.58439
H -0.60619 2.74223 2.46734
O -0.38433 2.98231 1.56277
*
```

***

Quick look at relative energies in kcal/mol: model i 36.1; model ii 0.0.

***

Model i:
A single C3H8OS molecule, computed with the ωB97M-V functional and the def2-TZVPD basis.

- HOMO level: -9.154 eV
- SMILES: OCCCS

The geometry in ORCA input format:
```
! RIJCOSX wB97M-V def2-TZVPD def2/J DEFGRID3
* xyz 0 1
O 2.98603 -0.27073 0.27722
C 1.81685 0.47350 0.57083
C 0.51516 -0.29431 0.31457
C -0.72841 0.57061 0.09768
S -2.32081 -0.18592 -0.56341
H 3.03463 -0.39389 -0.67652
H 1.92347 0.66209 1.65894
H 1.83635 1.46764 0.04522
H 0.55518 -0.88306 -0.60409
H 0.33607 -0.98336 1.16662
H -0.39139 1.31940 -0.63476
H -0.93946 1.27889 0.92578
H -2.30677 -1.63425 -0.70140
*
```

***

Model ii:
A single C3H8OS molecule, computed with the ωB97M-V functional and the def2-TZVPD basis.

- HOMO level: -9.579 eV
- SMILES: C[C@H](S)CO

The geometry in ORCA input format:
```
! RIJCOSX wB97M-V def2-TZVPD def2/J DEFGRID3
* xyz 0 1
C 1.59352 -0.35361 -0.09300
C 0.14069 0.25155 -0.38103
S -0.33255 1.89203 -0.12119
C -0.92994 -0.63023 0.17475
O -2.32646 -0.20773 -0.25972
H 1.77064 -1.36102 -0.66341
H 2.32724 0.25289 -0.50078
H 2.02205 -0.41741 0.97141
H -0.06375 0.11317 -1.40066
H 0.00575 2.27590 1.11648
H -0.81860 -1.76815 -0.17013
H -1.06300 -0.84949 1.35087
H -2.32557 0.80209 -0.02361
*
```

***

Quick look at relative energies in kcal/mol: model i 0.0; model ii 15.3.